Entry 1:
58
Properties=species:S:1:pos:R:3:forces:R:3 method="wB97M-V/def2-TZVPD" total_charge=+3 orbital_gap_ha=0.2323
W 11.8528 6.9254 8.4222 -0.6 0.2 0.5
C 11.4263 6.8202 12.7226 0.3 -0.2 -0.2
C 11.0664 6.3742 11.3230 -0.9 0.5 0.8
N 11.8503 6.6100 10.3445 1.1 0.5 -1.1
N 13.0383 7.3774 10.2366 -0.2 -0.7 0.2
C 14.0544 6.5740 9.7280 0.9 1.2 0.7
S 13.6802 5.5351 8.4113 -0.4 -0.7 -0.4
S 15.6966 6.8817 10.0113 -0.4 -0.2 -0.1
C 15.8961 8.2599 11.2265 1.1 0.1 -1.4
C 16.5627 9.3999 10.4572 0.0 0.1 0.5
C 17.7222 9.1974 9.7412 0.0 -0.5 -0.7
C 18.2754 10.1976 8.9686 1.6 -0.6 -0.1
C 17.7514 11.4565 8.9789 -0.3 1.1 -0.1
C 16.6326 11.7314 9.7632 0.3 -0.4 -0.4
C 16.0607 10.6995 10.4807 -0.5 0.0 0.5
C 9.7686 5.8116 10.9267 0.8 0.0 1.0
C 8.9111 5.3264 11.9146 -0.5 -0.3 0.0
C 7.6380 4.8421 11.6271 0.5 0.2 0.1
C 7.2474 4.8430 10.2926 -0.2 -0.5 -0.5
C 8.1247 5.2576 9.2772 -1.5 -0.8 -0.9
C 9.3638 5.7174 9.6011 0.3 0.9 -0.6
O 10.1544 6.2410 8.5754 0.1 -0.2 -0.3
H 12.3957 7.3538 12.7137 -0.6 -0.3 0.0
H 11.5104 5.9610 13.3856 0.1 -0.2 0.0
H 10.6410 7.4479 13.1668 0.2 -0.1 -0.4
H 16.5302 7.7995 11.9741 0.1 0.1 0.3
H 14.9624 8.5578 11.6075 -1.2 0.2 0.6
H 18.1995 8.2386 9.6675 0.1 -0.5 0.3
H 19.2284 9.9850 8.4419 -0.9 0.2 0.2
H 18.2459 12.2254 8.4053 -0.1 0.2 0.0
H 16.1993 12.7181 9.8309 0.2 0.2 0.0
H 15.2679 10.9610 11.1598 -0.5 -0.1 0.1
H 9.2867 5.2902 12.9160 0.0 0.1 0.5
H 6.9965 4.4572 12.4279 0.3 0.2 -0.5
H 6.2650 4.4416 10.0037 0.5 0.3 0.2
H 7.8039 5.1504 8.2137 0.4 0.3 1.0
O 13.0035 15.5354 5.6523 0.6 0.5 -0.4
S 13.6020 14.0200 5.4865 -0.3 0.5 0.8
O 13.0326 13.3481 4.4205 -0.7 -0.6 -0.9
O 14.9209 13.9393 5.9255 0.7 0.0 0.2
C 12.4482 15.3137 6.8602 -0.1 -0.1 0.2
N 11.9460 16.1543 7.6810 -0.8 -0.1 1.2
C 11.4237 15.5631 8.7985 0.2 0.4 -0.8
C 11.4446 14.1736 9.0408 0.3 -0.3 -0.7
C 12.0590 13.3386 8.0874 -0.5 1.0 0.0
N 12.5560 13.9918 7.0047 0.0 -0.7 0.5
C 12.0733 11.8560 8.0155 0.8 -0.6 0.0
C 13.2545 11.1173 8.1086 0.4 -1.3 -0.1
C 13.2038 9.7087 8.0435 -1.8 1.4 0.0
N 12.0220 9.0504 7.9300 0.3 0.5 -0.1
C 10.9085 9.7908 7.7226 0.2 -0.1 0.2
C 10.8994 11.1679 7.7349 0.4 0.2 0.2
H 10.9200 16.2496 9.4886 0.3 -0.3 -0.2
H 10.9498 13.8033 9.9370 0.2 -0.2 -0.3
H 14.2627 11.5023 8.2360 -0.3 0.4 0.1
H 14.0682 9.1074 8.1108 1.0 -0.4 0.2
H 9.9804 9.2736 7.6073 -0.4 -0.4 -0.2
H 10.0057 11.7218 7.5304 -0.5 0.0 0.0

Entry 2:
13
Properties=species:S:1:pos:R:3:forces:R:3 method="wB97M-V/def2-TZVPD" smiles=SCc1cnoc1S e_above_lowest_kcal_mol=44.7 orbital_gap_ha=0.3554
S -2.5697 0.6256 -0.4750 -0.3 -0.3 -1.1
C -0.9479 1.0515 0.1905 0.2 -0.8 -1.0
C -0.0537 -0.1305 0.3354 0.0 -0.4 -0.3
C -0.1923 -1.3390 1.1407 2.4 1.3 -2.1
N 0.8365 -2.1114 0.9394 0.8 0.1 -0.1
O 1.7047 -1.4604 0.0131 -1.4 -1.4 0.8
C 1.0950 -0.3508 -0.3823 0.1 1.0 1.3
S 1.9438 0.5896 -1.5869 -0.5 0.2 -1.0
H -2.1813 0.2853 -1.7582 -0.2 0.2 1.0
H -1.1905 1.5130 1.1072 -0.1 0.5 1.3
H -0.4908 1.8010 -0.4402 0.2 0.1 -0.1
H -0.8867 -1.6761 1.8441 -1.2 -0.2 0.8
H 2.9328 1.2024 -0.9278 -0.1 -0.2 0.6

Entry 3:
15
Properties=species:S:1:pos:R:3:forces:R:3 method="wB97M-V/def2-TZVPD" smiles=NNc1ccccn1 e_above_lowest_kcal_mol=125.8 orbital_gap_ha=0.3307
N -2.5779 0.2948 0.6742 0.5 3.5 0.8
N -1.5398 -0.8125 0.7527 -3.3 -1.6 -1.2
C -0.3925 -0.3779 0.2310 5.1 -1.3 2.7
C 0.9580 -1.0071 0.6002 -3.8 0.0 -0.8
C 1.9818 -0.6226 -0.1917 2.8 -2.2 -1.3
C 1.8843 0.4388 -1.1355 -4.0 -0.3 4.9
C 0.6815 1.2450 -0.7917 5.0 -4.2 -2.9
N -0.4352 0.7907 -0.2987 1.2 2.1 -0.9
H -2.3108 1.1437 -0.1150 -0.5 -4.0 2.0
H -2.3030 1.0668 1.5184 -0.7 -3.4 -2.2
H -1.7540 -1.8020 0.2054 -0.4 3.5 2.0
H 1.0828 -1.8480 1.3232 -0.6 0.9 -0.8
H 2.8751 -1.3919 -0.1191 -1.3 2.2 -0.3
H 2.7037 0.7961 -1.6604 1.1 0.8 -1.0
H 0.8983 2.0665 -1.3234 -1.2 4.1 -1.2

Entry 4:
9
Properties=species:S:1:pos:R:3:forces:R:3 method="wB97M-V/def2-TZVPD" e_above_lowest_kcal_mol=64.4 orbital_gap_ha="0.3101 / 0.3102"
C -0.2154 0.3279 0.4234 2.0 -0.5 3.0
C 0.1352 0.1617 -1.0300 0.3 -0.9 -1.3
O -1.1297 -0.3966 0.9587 0.3 0.6 -0.7
F 1.5662 -0.8219 1.3480 -2.1 1.3 -1.2
F 0.1406 1.4485 1.0044 -0.6 -1.0 -0.7
F -0.8205 0.7517 -1.7877 -0.3 0.1 0.4
F 1.2748 0.7768 -1.3273 0.0 0.0 0.5
I 0.2234 -1.9260 -1.5185 0.1 0.3 0.0
H -1.1747 -0.3221 1.9290 0.2 0.2 0.0

Entry 5:
88
Properties=species:S:1:pos:R:3:forces:R:3 method="wB97M-V/def2-TZVPD" s_squared=0.75 spin_multiplicity=2 total_charge=+1 orbital_gap_ha="0.2709 / 0.0519"
C -2.9297 -1.5622 -4.0309 -1.3 0.3 1.6
C -3.7118 -0.8623 -5.1485 2.8 0.2 -1.5
C -5.0115 -1.5470 -5.2443 -1.2 0.9 0.7
O -5.3365 -1.8341 -3.8777 0.6 -0.6 1.1
C -4.1198 -2.0430 -3.1010 0.9 0.3 -2.2
H -2.4017 -0.8397 -3.4086 0.3 0.0 -0.3
H -2.2152 -2.3182 -4.3568 -0.4 -0.2 0.1
H -3.1781 -1.0259 -6.0847 0.0 0.0 -0.2
H -3.6047 0.2150 -5.0221 -1.2 0.0 0.2
H -5.0327 -2.4756 -5.8147 0.3 -0.6 0.2
H -5.8801 -1.0152 -5.6328 0.0 0.3 0.1
H -4.1139 -3.1288 -3.0049 -0.2 -0.7 0.5
H -4.1386 -1.6002 -2.1052 -0.6 0.0 0.0
C 2.6674 4.2065 1.9178 0.3 1.1 -0.5
C 2.8367 5.5860 2.5445 0.7 -0.7 0.3
C 3.8915 5.2112 3.5710 1.0 2.1 1.1
O 3.5463 3.9702 4.1293 -0.2 -0.4 -1.1
C 2.9321 3.2330 3.0635 -1.3 0.4 -0.6
H 3.4800 4.0679 1.2047 -0.2 0.2 -0.4
H 1.7163 4.2488 1.3869 0.0 -1.0 0.2
H 1.9475 5.9195 3.0794 -0.1 0.1 -0.2
H 3.1405 6.2791 1.7600 0.1 0.3 0.4
H 3.9964 5.9173 4.3948 -0.6 0.1 0.3
H 4.9114 5.2864 3.1939 0.2 -0.8 -0.7
H 1.9328 2.9319 3.3779 0.4 -0.9 0.5
H 3.5762 2.4676 2.6304 -0.2 -0.5 0.8
C -2.6447 -6.3362 -0.7325 -0.1 2.1 -0.1
C -1.4755 -5.6136 -1.4954 -0.4 -0.9 0.2
C -1.5506 -4.1964 -0.9901 -0.5 0.1 0.2
O -2.9734 -4.0082 -0.7618 0.2 1.7 -0.7
C -3.4709 -5.1445 -0.1432 0.4 -1.7 0.7
H -2.2019 -6.7272 0.1836 -0.3 -1.4 -0.7
H -3.2668 -6.8916 -1.4344 0.4 -0.8 0.6
H -1.5782 -5.5538 -2.5789 -0.3 -0.5 0.0
H -0.6031 -6.2282 -1.2736 0.4 0.7 -0.1
H -1.2469 -3.4495 -1.7236 0.0 0.0 0.0
H -0.9646 -4.0132 -0.0895 -0.2 0.0 0.3
H -4.5516 -5.2863 -0.1517 -0.1 0.5 -0.9
H -3.2941 -5.1320 0.9323 0.4 0.4 0.3
C -2.0389 -2.2617 4.9913 0.6 -0.2 -2.1
C -1.6405 -2.0242 3.4988 0.4 0.6 -0.6
C -0.2312 -1.4869 3.5543 1.1 0.7 0.2
O 0.2202 -1.5845 4.9103 1.1 1.5 -1.3
C -0.5985 -2.4189 5.5580 -2.6 -1.9 3.1
H -2.7159 -3.1138 4.9301 0.3 -0.2 0.9
H -2.6054 -1.3979 5.3392 0.3 0.0 0.3
H -2.1669 -1.2220 2.9818 -0.8 -0.4 0.1
H -1.5888 -2.8880 2.8360 -0.7 -0.4 0.4
H -0.2392 -0.4392 3.2535 0.4 0.1 0.2
H 0.5113 -1.9876 2.9329 -0.2 -0.2 -0.2
H -0.5685 -2.2666 6.6369 -0.1 1.1 0.2
H -0.2848 -3.4592 5.6444 0.2 -0.7 -1.3
C -1.8493 5.0493 -1.9642 -0.6 1.4 0.4
C -1.9773 3.7879 -2.7077 -0.3 0.8 0.3
O -2.0574 2.7194 -2.1545 0.0 -2.0 0.7
N -1.9759 3.9164 -4.0161 -0.3 -0.5 -3.1
C -1.8269 2.7974 -4.9866 0.3 1.3 0.8
H -0.7916 5.2832 -1.8432 -0.1 -0.1 0.5
H -2.4352 5.0132 -1.0458 0.6 -0.2 0.2
H -2.2899 5.8871 -2.5046 0.1 0.0 -0.3
H -2.0518 4.8237 -4.4534 0.1 0.0 0.5
H -1.2419 2.0389 -4.4665 0.0 -0.1 -0.4
H -1.3080 3.2772 -5.8164 0.3 -0.6 -0.1
H -2.7554 2.3981 -5.3948 -0.2 0.0 0.4
C 0.9720 2.5796 -0.8055 -0.3 -1.2 0.8
C 0.6208 1.1953 -0.2690 1.7 -0.9 0.6
O 1.3926 0.4769 0.3849 -0.5 1.1 -0.3
N -0.5567 0.7563 -0.6522 -2.1 -0.7 -2.1
C -1.1371 -0.5291 -0.3439 0.7 0.2 2.2
H 2.0552 2.4903 -0.7236 0.0 1.1 -0.6
H 0.5106 3.3424 -0.1783 0.4 0.0 0.2
H 0.4799 2.6947 -1.7713 0.8 0.0 -0.3
H -1.0994 1.3263 -1.2852 0.0 0.3 0.3
H -1.7265 -0.2962 0.5430 -1.0 -0.7 -0.2
H -0.3831 -1.1854 0.0907 0.3 0.0 -0.4
H -1.6660 -1.0872 -1.1165 0.0 0.6 -0.2
C 8.4395 0.1714 1.8359 -2.3 -0.8 1.4
C 6.9307 0.0357 1.3810 2.1 1.4 -2.8
O 6.6916 0.4348 0.2333 -0.6 -0.5 1.2
N 5.9670 -0.4153 2.2117 1.2 -0.2 0.1
C 4.6315 -0.6367 1.7458 -0.7 -0.4 -0.5
H 8.5603 -0.6653 2.5239 0.7 0.0 0.2
H 8.4365 1.0863 2.4284 0.4 0.0 0.0
H 9.2346 0.1792 1.0903 -0.7 0.0 -0.3
H 6.2424 -0.9504 3.0228 0.1 0.3 -0.1
H 4.5106 -0.9526 0.7096 0.9 -0.3 -0.2
H 4.0301 0.2716 1.7073 -0.2 -0.1 0.9
H 4.2923 -1.4707 2.3601 -0.9 0.5 0.1